125
Properties=species:S:1:pos:R:3:lowdin_charge:R:1 method="wB97M-V/def2-TZVPD" spin_multiplicity=1 lumo_ev=3.558 relative_energy_kj_mol=45.79 total_charge=-2
Cs 0.266 1.496 -1.189 1.001
C 0.052 -4.933 -1.400 -0.040
C -0.841 -5.337 -0.226 -0.564
C -0.380 -6.697 0.291 -0.070
C -2.306 -5.454 -0.655 -0.054
N -0.711 -4.341 0.860 0.000
C -0.195 -4.608 2.132 -0.061
C -0.151 -3.451 2.796 -0.079
N -0.642 -2.455 1.973 0.020
B -0.543 -0.932 2.252 -0.671
N -1.955 -0.416 2.714 0.044
C -3.080 -1.214 2.847 -0.056
C -4.140 -0.419 3.011 -0.066
N -3.691 0.907 2.941 -0.012
C -2.325 0.894 2.776 -0.706
S -1.254 2.186 2.798 0.714
C -4.623 2.043 3.089 -0.556
C -5.936 1.714 2.367 -0.042
C -4.887 2.246 4.588 -0.033
C -4.079 3.332 2.477 -0.092
N 0.482 -0.716 3.389 0.029
C 0.232 -0.268 4.673 -0.083
C 1.398 -0.048 5.276 -0.069
N 2.416 -0.334 4.358 0.001
C 1.839 -0.783 3.189 -0.688
S 2.557 -1.479 1.846 0.728
C 3.828 -0.038 4.702 -0.547
C 3.896 1.377 5.300 -0.038
C 4.284 -1.076 5.735 -0.039
C 4.770 -0.061 3.500 -0.086
C -0.989 -2.994 0.770 -0.693
S -1.647 -2.129 -0.516 0.701
H 0.014 -5.694 -2.182 0.083
H 1.084 -4.831 -1.056 0.088
H -0.276 -3.981 -1.813 0.039
H -0.480 -7.428 -0.511 0.083
H -0.994 -7.032 1.131 0.081
H 0.669 -6.672 0.594 0.083
H -2.401 -6.189 -1.459 0.081
H -2.666 -4.489 -1.007 0.027
H -2.917 -5.784 0.190 0.083
H 0.121 -5.586 2.438 0.097
H 0.231 -3.235 3.779 0.121
H -0.274 -0.370 1.224 0.063
H -3.027 -2.287 2.785 0.120
H -5.173 -0.676 3.136 0.103
H -6.497 0.918 2.856 0.068
H -5.736 1.427 1.333 0.072
H -6.568 2.602 2.361 0.084
H -5.294 1.334 5.030 0.076
H -5.599 3.061 4.741 0.081
H -3.954 2.497 5.097 0.085
H -3.830 3.176 1.425 0.087
H -3.187 3.677 2.992 0.008
H -4.852 4.100 2.538 0.081
H -0.769 -0.118 5.036 0.114
H 1.600 0.319 6.265 0.104
H 3.338 1.458 6.234 0.065
H 3.494 2.091 4.580 0.088
H 4.937 1.626 5.516 0.081
H 3.648 -1.048 6.623 0.072
H 5.314 -0.875 6.038 0.079
H 4.238 -2.078 5.303 0.086
H 4.431 0.661 2.754 0.070
H 4.829 -1.044 3.041 0.037
H 5.762 0.236 3.848 0.083
C -3.494 0.522 -6.738 -0.204
Si -3.860 1.952 -5.550 0.498
C -5.639 2.486 -5.961 -0.212
C -2.785 3.465 -5.897 -0.191
C -3.836 1.449 -3.738 -0.275
C -4.976 1.504 -2.951 -0.115
C -4.943 1.167 -1.600 -0.099
C -3.718 0.819 -1.052 -0.174
N -2.617 0.733 -1.792 -0.078
C -2.626 1.004 -3.109 -0.812
S -1.205 0.825 -4.083 0.480
H -3.865 0.737 -7.746 0.014
H -3.983 -0.391 -6.386 0.026
H -2.420 0.333 -6.782 -0.003
H -5.684 2.801 -7.009 0.017
H -5.963 3.332 -5.345 0.022
H -6.359 1.671 -5.827 0.021
H -2.884 3.786 -6.940 0.019
H -1.737 3.239 -5.689 0.000
H -3.084 4.302 -5.260 0.025
H -5.920 1.813 -3.391 0.082
H -5.848 1.197 -1.006 0.074
H -3.594 0.560 -0.003 0.090
O 2.064 2.471 2.153 -0.133
H 1.858 3.171 1.503 -0.006
H 1.175 2.108 2.307 -0.067
O 1.246 -0.948 -2.144 -0.279
H 0.658 -0.556 -2.814 -0.080
H 0.647 -1.252 -1.441 -0.056
Cl -0.840 4.778 -2.274 0.571
C 0.811 5.420 -2.095 -1.494
Cl 1.555 5.516 -3.692 0.580
Cl 0.702 7.054 -1.400 0.551
C 1.585 4.421 -1.127 -0.920
O 2.081 3.455 -1.731 -0.322
O 1.489 4.650 0.085 -0.046
Te 4.136 1.285 -0.641 1.381
C 5.019 -0.650 -0.513 -0.534
C 4.220 -1.777 -0.738 -0.219
C 4.761 -3.051 -0.655 -0.094
C 6.102 -3.224 -0.330 -0.110
C 6.903 -2.115 -0.093 -0.112
C 6.359 -0.836 -0.189 -0.150
C 4.345 1.398 -2.743 -0.512
C 3.947 0.350 -3.572 -0.118
C 4.058 0.468 -4.953 -0.089
C 4.546 1.638 -5.521 -0.111
C 4.922 2.694 -4.700 -0.104
C 4.826 2.572 -3.319 -0.153
H 3.167 -1.645 -0.961 0.052
H 4.127 -3.913 -0.824 0.097
H 6.522 -4.221 -0.252 0.088
H 7.948 -2.240 0.165 0.087
H 6.985 0.030 -0.008 0.083
H 3.515 -0.546 -3.147 0.078
H 3.733 -0.350 -5.584 0.098
H 4.614 1.735 -6.598 0.089
H 5.283 3.618 -5.136 0.093
H 5.105 3.403 -2.683 0.090